C39H45ClFO2S4ScSi2Te as an isolated structure, computed with the ωB97M-V functional and the def2-TZVPD basis.

Output
orbital gap: 7.677 eV
ΔE to the lowest compared entry with this formula, charge and spin: 1.2 kcal/mol
E_HOMO: -7.63 eV

Element x y z (Å)
Sc -0.016475 -0.873217 0.331723
O -2.168662 -1.046473 0.252278
S -2.996015 -2.102943 0.978571
C -4.505546 -2.159963 0.044694
C -5.129047 -3.391738 -0.063090
C -6.310683 -3.485753 -0.786884
C -6.831994 -2.358779 -1.406267
C -6.178209 -1.132340 -1.307220
C -5.007559 -1.026430 -0.577195
C -3.614920 -1.341041 2.466469
C -3.703911 0.036307 2.579972
C -4.185450 0.572544 3.763216
C -4.567799 -0.263501 4.806649
C -4.461643 -1.641631 4.677812
C -3.969755 -2.189114 3.502511
H -4.691018 -4.268045 0.401976
H -6.810012 -4.441954 -0.882069
H -7.748375 -2.434412 -1.977110
H -6.582578 -0.259063 -1.803798
H -4.478968 -0.083077 -0.506335
H -3.365801 0.672894 1.773339
H -4.241965 1.647702 3.877243
H -4.930263 0.162430 5.733518
H -4.742002 -2.288724 5.499775
H -3.856241 -3.262184 3.396434
C 0.852934 5.297745 2.207232
Si 2.416405 4.618459 1.454161
C 2.597713 5.210426 -0.306624
C 3.883014 5.234307 2.426872
C 2.357279 2.741944 1.570588
Te 1.717662 1.688920 -0.182924
C 3.743841 1.534559 -0.859081
Si 4.656234 -0.073431 -0.459702
C 5.786315 0.255933 0.989779
C 3.483187 -1.441512 0.002900
C 5.665986 -0.492553 -1.965782
H 0.823100 6.390153 2.152342
H 0.788181 5.006577 3.260045
H -0.033977 4.909235 1.694269
H 2.461223 6.294222 -0.369838
H 1.871782 4.734214 -0.968631
H 3.598556 4.977202 -0.686955
H 3.934119 6.326668 2.367046
H 4.821805 4.832399 2.031983
H 3.815181 4.958374 3.484181
H 1.692990 2.430632 2.376177
H 3.344155 2.329833 1.797907
H 4.223460 2.384607 -0.370340
H 3.747039 1.729755 -1.933411
H 5.214811 0.596471 1.859303
H 6.537354 1.017101 0.756141
H 6.313181 -0.659717 1.277404
H 3.172217 -1.330271 1.045917
H 3.951211 -2.423371 -0.109693
H 2.594157 -1.438640 -0.635873
H 6.301120 0.360682 -2.223849
H 5.016331 -0.704138 -2.821118
H 6.312490 -1.360389 -1.806591
Cl 0.056698 -3.092561 1.099553
O 0.357553 -0.769174 -1.583261
C 0.396105 -1.402940 -2.827570
C -0.866942 -2.232076 -3.076048
C -2.141126 -1.904044 -2.731079
C -3.109873 -2.832298 -3.215296
C -2.541248 -3.841717 -3.931494
S -0.840154 -3.687385 -3.991835
C 1.631264 -2.301767 -2.887373
C 1.869828 -3.390316 -2.101925
C 3.100946 -4.036196 -2.398619
C 3.770020 -3.429769 -3.418771
S 2.913962 -2.079849 -4.012119
C 0.441373 -0.320653 -3.908347
C -0.341344 -0.176323 -5.013733
C -0.020428 0.981702 -5.783850
C 0.991538 1.706457 -5.236844
S 1.557915 0.985365 -3.794366
H -2.381727 -1.014184 -2.170326
H -4.175635 -2.745767 -3.038486
H -3.028189 -4.682098 -4.404404
H 1.186472 -3.720741 -1.332055
H 3.463397 -4.909746 -1.873805
H 4.718492 -3.703375 -3.857632
H -1.123147 -0.873687 -5.280639
H -0.530945 1.259788 -6.696326
H 1.435215 2.622722 -5.597158
F -1.537153 2.029675 5.871111
C -1.150208 1.449032 4.709169
C -1.200398 2.185276 3.544959
C -0.811531 1.560708 2.363085
C -0.375984 0.230996 2.288982
C -0.355091 -0.448724 3.514253
C -0.731131 0.136985 4.721722
H -1.544840 3.212778 3.568301
H -0.888377 2.159428 1.455279
H -0.047233 -1.489048 3.542361
H -0.714242 -0.414362 5.654539

Force components x, y, z for each atom (eV/Å):
Sc -0.377 -0.088 0.075
O 0.110 0.085 0.152
S 0.059 -0.026 -0.089
C -0.005 -0.021 -0.072
C -0.039 -0.003 0.016
C -0.020 0.014 -0.053
C 0.035 0.015 0.029
C -0.056 -0.051 -0.036
C -0.007 0.047 -0.019
C 0.102 0.077 -0.063
C -0.070 -0.013 0.012
C -0.011 -0.006 0.009
C 0.018 -0.006 -0.030
C -0.009 0.040 0.051
C -0.020 -0.069 -0.004
H -0.016 0.043 -0.020
H 0.011 0.043 0.006
H 0.010 0.003 -0.002
H 0.004 -0.035 0.012
H -0.005 -0.054 0.026
H -0.020 -0.031 0.012
H -0.005 -0.036 0.016
H 0.002 0.008 -0.025
H 0.012 0.021 -0.038
H 0.017 0.025 0.003
C -0.209 0.020 0.024
Si -0.032 0.007 -0.047
C 0.103 -0.012 -0.156
C 0.153 0.085 0.156
C 0.100 -0.196 0.055
Te 0.050 0.300 0.270
C -0.116 -0.071 -0.170
Si 0.002 0.091 0.041
C 0.119 0.013 0.134
C -0.120 -0.051 0.047
C 0.099 -0.022 -0.189
H -0.003 -0.076 0.005
H -0.046 0.020 -0.055
H 0.056 0.043 0.057
H 0.031 -0.062 0.027
H 0.001 0.052 -0.003
H -0.084 0.030 -0.020
H 0.041 -0.076 0.037
H -0.066 0.035 0.033
H 0.018 0.020 -0.089
H -0.038 -0.011 0.063
H -0.051 0.002 0.013
H 0.032 0.012 -0.080
H -0.047 -0.022 0.059
H 0.052 -0.025 -0.029
H -0.056 -0.048 0.024
H -0.021 0.079 0.009
H -0.028 -0.026 0.017
H -0.022 0.057 0.053
H 0.151 -0.002 0.042
H 0.008 -0.058 -0.025
H 0.101 0.047 0.104
H -0.050 0.038 0.003
Cl 0.317 -0.205 0.094
O -0.238 -0.203 -0.014
C 0.004 0.226 -0.172
C 0.200 -0.118 0.123
C -0.190 0.031 -0.098
C 0.051 0.099 0.035
C -0.015 -0.023 0.045
S 0.080 -0.002 -0.028
C -0.098 -0.118 -0.234
C -0.007 -0.151 -0.067
C -0.071 0.018 0.014
C 0.003 -0.044 0.007
S -0.094 0.050 -0.113
C -0.050 -0.006 -0.034
C 0.062 0.054 -0.179
C -0.062 -0.052 0.029
C -0.010 -0.054 -0.002
S 0.055 0.004 0.101
H 0.014 0.004 0.006
H 0.074 -0.001 -0.003
H 0.029 0.059 0.043
H -0.002 0.017 0.019
H -0.004 0.025 -0.030
H -0.058 0.010 0.059
H 0.021 0.005 0.025
H 0.028 -0.018 0.048
H -0.046 -0.060 0.018
F -0.038 0.023 0.040
C 0.059 -0.010 -0.007
C 0.023 0.045 -0.045
C -0.077 0.120 0.002
C 0.082 0.192 -0.148
C 0.025 -0.071 0.134
C -0.010 -0.052 -0.019
H 0.024 -0.011 0.008
H 0.045 0.033 -0.029
H 0.019 -0.020 0.015
H 0.008 0.026 -0.021

Results of the Mulliken charge analysis, in e, for atoms 1 through 8: -0.161 0.029 -0.335 0.527 -0.292 -0.635 -0.483 -0.787